1.
The ion C21H12Cl2N3O8 with charge -1. Source: OMol25; level of theory: ωB97M-V/def2-TZVPD.

CARTESIAN COORDINATES (ANGSTROEM)
C  -0.733  2.034  -2.058
C  -1.852  1.598  -1.067
C  -3.089  2.428  -1.366
O  -2.249  0.185  -1.211
C  -1.478  -0.805  -0.657
O  -1.550  -1.889  -1.213
C  -0.508  -0.536  0.462
C  0.695  -1.400  0.052
C  1.659  -0.752  -0.925
C  2.673  0.080  -0.395
C  3.762  0.482  -1.157
C  3.881  0.053  -2.497
N  5.047  0.391  -3.243
O  5.166  -0.032  -4.420
O  5.915  1.094  -2.662
C  2.875  -0.776  -3.050
C  1.786  -1.162  -2.270
C  -0.806  -0.736  2.083
C  0.570  -0.651  2.601
N  1.645  -0.644  3.091
C  -1.159  -2.217  2.150
O  -0.254  -3.108  2.000
C  -2.481  -2.554  2.707
Cl  -2.934  -4.177  2.549
C  -3.215  -1.656  3.433
Cl  -4.706  -2.074  4.115
C  -2.784  -0.233  3.630
O  -3.391  0.562  4.313
C  -1.517  0.123  3.006
C  -0.840  1.214  3.621
N  -0.345  2.131  4.183
C  -0.286  0.998  0.581
O  0.712  1.548  1.006
O  -1.414  1.781  0.285
H  0.195  1.437  -1.947
H  -1.097  1.954  -3.105
H  -0.490  3.096  -1.835
H  -3.945  2.041  -0.819
H  -2.914  3.472  -1.091
H  -3.330  2.393  -2.434
H  1.306  -1.925  0.861
H  0.205  -2.225  -0.481
H  2.664  0.364  0.655
H  4.569  1.086  -0.725
H  2.993  -1.140  -4.075
H  1.048  -1.853  -2.678

Calculated values
SMILES string   CC1(C)OC(=O)C(Cc2ccc([N+](=O)[O-])cc2)([C@]2(C#N)C(=O)C(Cl)=C(Cl)C([O-])=C2C#N)C(=O)O1
Energy relative to the best compared isomer or geometry (same formula, charge and spin)   3.5 kcal/mol
HOMO-LUMO gap   5.954 eV
Charge   -1
E   -67863.459 eV

***

2.
A structure of composition C21H13Cl3GeN3O8Ti. Source: OMol25; level of theory: ωB97M-V/def2-TZVPD.

CARTESIAN COORDINATES (ANGSTROEM)
Ti  0.367  1.010  0.189
O  4.225  1.814  -0.610
C  3.075  1.369  -0.171
O  2.057  2.044  -0.167
C  3.054  0.013  0.460
C  4.142  -0.813  0.648
C  3.960  -1.961  1.403
C  2.720  -2.197  1.985
C  1.688  -1.312  1.742
N  1.845  -0.272  0.933
C  0.304  -1.301  2.368
O  -0.025  -2.263  3.230
O  -0.467  -0.424  2.089
H  4.099  2.729  -0.917
H  5.104  -0.549  0.232
H  4.780  -2.644  1.572
H  2.589  -3.065  2.617
H  0.721  -2.837  3.437
O  -2.146  4.104  0.846
C  -1.500  3.216  0.366
O  -0.891  2.218  0.996
C  -1.190  3.158  -1.123
C  -1.588  4.049  -2.102
C  -1.124  3.836  -3.397
C  -0.299  2.752  -3.682
C  0.053  1.918  -2.638
N  -0.386  2.153  -1.412
C  0.908  0.668  -2.707
O  1.419  0.312  -3.745
O  0.998  0.075  -1.545
H  -2.228  4.878  -1.838
H  -1.406  4.519  -4.188
H  0.072  2.548  -4.676
Cl  2.194  4.537  4.898
Ge  0.538  4.004  3.404
Cl  1.552  4.878  1.486
Cl  1.545  1.840  2.956
N  -1.367  -0.305  -0.397
C  -1.925  -1.305  -0.387
C  -2.634  -2.557  -0.310
C  -3.222  -2.909  0.902
C  -3.892  -4.118  0.993
C  -3.971  -4.952  -0.114
C  -3.378  -4.592  -1.318
C  -2.701  -3.389  -1.423
H  -3.145  -2.242  1.752
H  -4.356  -4.405  1.927
H  -4.500  -5.893  -0.039
H  -3.445  -5.247  -2.176
H  -2.228  -3.092  -2.350

Calculated values
Expectation value of S²   0.754
Energy relative to the best compared isomer or geometry (same formula, charge and spin)   23.7 kcal/mol
Multiplicity   2
HOMO-LUMO gap (spin up / spin down)   5.918 / 5.791 eV
Charge   0
E   -160045.012 eV

***

3.
A structure of composition C21H13Cl4N2O4S2Zn. Source: OMol25; level of theory: ωB97M-V/def2-TZVPD.

CARTESIAN COORDINATES (ANGSTROEM)
Zn  0.241  0.877  -1.054
Cl  0.759  5.063  -3.218
C  1.995  4.032  -2.610
C  3.288  4.521  -2.456
C  4.290  3.697  -1.999
Cl  5.896  4.326  -1.840
C  4.034  2.356  -1.660
C  4.987  1.431  -1.187
C  4.601  0.147  -0.899
C  3.253  -0.212  -1.026
N  2.340  0.636  -1.438
C  2.699  1.887  -1.785
C  1.643  2.715  -2.291
O  0.462  2.232  -2.425
H  3.493  5.553  -2.702
H  6.012  1.747  -1.058
H  5.313  -0.585  -0.556
H  2.921  -1.212  -0.784
Cl  -2.227  1.702  -1.345
C  -2.620  1.572  0.333
C  -3.930  1.261  0.657
C  -4.310  1.174  1.982
C  -3.385  1.441  2.978
C  -2.079  1.741  2.640
Cl  -0.952  2.094  3.886
C  -1.633  1.752  1.308
S  0.065  1.961  0.984
H  -4.632  1.088  -0.143
H  -5.325  0.919  2.235
H  -3.664  1.406  4.018
N  -0.639  -1.152  -1.383
C  -0.902  -2.152  -0.356
C  -0.320  -3.410  -0.445
C  -0.653  -4.389  0.480
C  -1.528  -4.101  1.505
C  -2.079  -2.842  1.617
C  -1.783  -1.868  0.679
S  -2.183  -5.405  2.593
O  -1.157  -6.438  2.636
O  -2.443  -4.743  3.863
O  -3.385  -5.778  1.849
H  -1.527  -0.902  -1.816
H  -0.069  -1.583  -2.111
H  0.380  -3.624  -1.243
H  -0.254  -5.389  0.414
H  -2.753  -2.657  2.439
H  -2.240  -0.891  0.736

Calculated values
HOMO-LUMO gap   6.858 eV
Charge   -1
E   -153341.623 eV